1.
20
Properties=species:S:1:pos:R:3:forces:R:3:mulliken_spin:R:1 method="wB97M-V/def2-TZVPD" s_squared=0.756 e_tot_ha=-476.40448 total_charge=+2 spin_multiplicity=2 fmax_ev_per_a=5.5 relative_energy_kcal_mol=23.8
O 0.70575 2.39281 0.68845 -0.9 1.1 0.2 0.0491
C -0.55004 2.26857 0.34567 2.0 -1.8 0.9 -0.0101
C -0.72569 1.20711 -0.74921 -0.3 1.4 -0.8 0.0882
N 0.06080 0.01918 -0.52744 2.5 1.6 2.8 0.0004
C 0.50908 -0.63455 -1.71029 0.4 -1.5 -5.3 0.0133
O -1.55337 2.72220 0.85548 -0.7 0.9 0.2 0.8377
H 0.94757 3.09941 1.35874 -0.4 -0.5 -0.5 0.0010
H -0.34098 1.83303 -1.55688 0.4 -0.3 -0.6 0.0113
H -1.72092 0.95327 -1.04386 -0.9 0.0 0.3 0.0015
H 0.96949 0.27766 0.00288 -1.4 -0.3 -0.9 0.0008
H -0.35033 -0.58449 0.19893 -0.1 -0.6 -0.1 -0.0015
H -0.24980 -1.11516 -2.39800 0.1 -0.5 2.1 0.0005
H 1.40257 -1.21918 -1.53898 -0.5 -0.5 0.3 0.0049
H 0.81101 -0.04995 -2.59916 0.4 1.6 1.2 0.0021
H 0.31892 -1.65587 2.79801 0.5 -1.3 0.1 0.0000
H 0.13145 -0.22702 3.03942 -0.1 0.6 0.6 0.0000
O -0.23229 -0.94029 2.52285 -0.4 1.0 -0.9 0.0000
H -0.81117 -2.48640 0.04532 2.4 -0.8 0.0 -0.0001
H 0.46529 -3.36170 0.24994 0.5 -2.0 0.6 0.0000
O 0.21267 -2.49863 0.01813 -3.3 1.9 -0.2 0.0008


2.
96
Properties=species:S:1:pos:R:3:forces:R:3:mulliken_spin:R:1 method="wB97M-V/def2-TZVPD" s_squared=8.788 e_tot_ha=-3706.89788 total_charge=+1 spin_multiplicity=6 fmax_ev_per_a=11.0 relative_energy_kcal_mol=2.2
C 1.77394 0.55172 -2.04581 0.1 0.5 -0.4 -0.0165
C 0.21055 1.93619 -0.96827 0.1 -0.7 -0.1 0.0663
C 2.14019 1.57894 -2.90947 0.2 -0.7 0.0 0.0141
C 0.68603 3.04468 -1.70749 0.1 0.1 -0.4 0.0399
C 1.64045 2.86443 -2.68789 -0.1 0.0 0.4 -0.0007
H 2.82107 1.33853 -3.72520 -0.2 0.2 0.1 0.0023
H 0.20745 4.00754 -1.54523 0.1 -0.2 -0.1 0.0024
H 1.97441 3.69559 -3.29949 -0.1 -0.1 0.1 0.0001
N 0.95490 0.76830 -1.00090 -0.4 1.5 -1.0 -0.0599
P 2.20553 -1.88835 -0.76367 1.0 -0.8 -1.2 0.0281
P -2.10216 1.49859 0.95824 -0.9 -1.0 2.5 0.0873
C 2.19682 -0.88285 -2.32420 0.0 0.0 -0.1 0.0253
H 1.48263 -1.33117 -3.03627 0.2 0.4 0.3 0.0055
H 3.16781 -0.87649 -2.83491 -0.2 -0.1 0.2 -0.0037
C -0.06983 -1.78870 1.64147 -3.8 -5.3 8.9 0.0363
O -0.55221 -2.16012 2.64541 1.8 1.4 -4.1 0.1180
C -1.11896 2.02947 -0.41368 0.9 1.5 0.5 0.0701
H -1.42406 3.07078 -0.56140 0.2 -0.2 -0.5 -0.0105
C -3.76457 2.35065 0.46754 0.7 0.0 0.4 -0.0007
C -1.71210 2.07880 2.80265 0.0 0.7 -1.3 -0.0235
C 1.60331 -3.65495 -1.19629 0.6 0.3 -0.1 0.0383
C 4.06288 -1.81765 -0.38216 -0.2 -0.3 -0.1 0.0129
C -4.72836 1.16440 0.60196 -0.5 0.2 -0.1 0.0051
H -4.82342 0.83643 1.64800 0.1 0.1 -0.3 -0.0009
H -5.72440 1.45896 0.24765 0.0 -0.1 0.0 0.0001
H -4.38995 0.29643 0.01886 -0.1 0.4 0.2 -0.0070
C -4.22369 3.54859 1.30389 -0.4 0.1 0.0 0.0019
H -4.36835 3.35184 2.36839 0.0 0.1 -0.3 0.0010
H -3.54593 4.40267 1.18215 -0.2 -0.2 0.0 0.0003
H -5.19829 3.85925 0.89959 0.1 0.0 0.1 -0.0004
C -3.69681 2.90500 -0.95773 0.0 -0.2 -0.3 0.0074
H -4.70874 2.97930 -1.37422 0.1 0.0 0.1 0.0006
H -3.25807 3.91062 -0.97206 -0.1 -0.2 0.1 0.0004
H -3.08750 2.27726 -1.60829 -0.4 0.5 0.2 -0.0086
C -2.88651 1.63522 3.69208 0.1 0.1 0.0 0.0004
H -3.02170 0.54625 3.63296 0.1 0.2 0.0 0.0007
H -2.65104 1.89702 4.73570 -0.1 -0.1 -0.2 0.0003
H -3.84477 2.10146 3.44605 0.3 -0.2 0.1 0.0000
C -0.47190 1.33655 3.28794 0.0 -0.1 0.0 0.0722
H -0.61598 0.24786 3.30127 0.0 0.3 0.0 -0.0112
H 0.40439 1.55368 2.67104 -0.3 0.0 0.0 0.0093
H -0.23972 1.65372 4.31886 -0.1 0.0 -0.2 -0.0012
C -1.41490 3.57795 2.84949 0.0 0.2 0.6 0.0065
H -2.27602 4.20779 2.60279 0.4 -0.3 0.1 0.0005
H -1.11084 3.83865 3.87721 0.0 0.2 -0.2 0.0002
H -0.58574 3.84230 2.17369 -0.2 -0.1 0.2 -0.0033
C 4.28627 -2.54582 0.94734 0.3 0.0 0.1 0.0088
H 5.34999 -2.47321 1.21289 -0.2 -0.1 0.0 0.0006
H 3.70994 -2.08740 1.75995 0.1 -0.1 -0.2 -0.0065
H 4.02861 -3.61086 0.89046 0.0 0.2 0.0 0.0008
C 4.49289 -0.34384 -0.25667 -0.2 0.1 0.2 0.0100
H 4.46383 0.17919 -1.22322 0.0 -0.1 0.3 0.0006
H 3.87052 0.20070 0.46458 0.2 -0.1 -0.4 -0.0035
H 5.53038 -0.31718 0.11204 -0.3 0.0 -0.1 0.0002
C 4.93336 -2.42980 -1.49156 0.3 -0.2 0.2 -0.0013
H 5.97836 -2.14623 -1.30323 -0.2 0.0 -0.1 0.0004
H 4.90369 -3.52097 -1.50345 0.0 0.3 0.0 0.0006
H 4.66547 -2.06018 -2.48748 0.1 -0.1 0.2 -0.0003
C 0.48083 -3.52130 -2.23278 0.0 -0.1 0.1 -0.0193
H 0.85949 -3.16631 -3.20063 -0.2 -0.1 0.2 0.0003
H 0.03476 -4.51187 -2.40182 0.1 0.2 0.1 0.0008
H -0.30574 -2.85063 -1.86615 0.2 -0.1 -0.1 0.0168
C 1.04935 -4.30177 0.08206 0.0 0.0 0.0 0.0224
H 0.20767 -3.73631 0.50131 0.2 -0.3 -0.2 0.0040
H 0.70045 -5.31190 -0.17263 0.0 0.2 0.1 0.0009
H 1.81862 -4.39644 0.85914 -0.1 0.0 -0.1 0.0002
C 2.70389 -4.55405 -1.76098 -0.2 -0.4 -0.1 0.0037
H 3.17413 -4.13138 -2.65642 -0.1 -0.1 0.2 -0.0001
H 3.46583 -4.79606 -1.00860 -0.2 0.1 -0.3 0.0009
H 2.24458 -5.50860 -2.05688 0.1 0.2 0.0 -0.0013
Mn 0.49196 -0.62323 0.38048 2.2 3.2 -2.0 4.5780
N -1.17238 -0.78619 -0.50477 -3.8 1.8 -2.8 -0.2055
C -1.96278 -0.03968 -1.06394 2.4 -4.0 -0.1 0.0908
C -2.88762 -0.53118 -2.25011 -0.4 0.8 -0.2 -0.0123
C -3.81114 0.50905 -2.84839 -0.8 0.1 -0.2 0.0051
C -1.95193 -0.98452 -3.36943 0.5 -0.3 -0.2 0.0006
C -3.72204 -1.70876 -1.75206 -0.2 -0.3 0.3 0.0079
H -4.54584 0.87788 -2.11752 0.4 -0.1 -0.4 0.0008
H -3.25637 1.33705 -3.30394 -0.2 -0.1 0.2 -0.0003
H -4.39908 0.04387 -3.65423 0.3 0.0 0.2 -0.0009
H -1.40495 -1.89064 -3.08344 -0.1 0.4 -0.1 -0.0012
H -2.52950 -1.24149 -4.27213 0.1 0.2 0.3 0.0007
H -1.23926 -0.18677 -3.62763 -0.1 -0.2 0.0 0.0005
H -4.25685 -2.18612 -2.58790 0.2 0.3 0.1 0.0004
H -3.08712 -2.47105 -1.29134 -0.1 0.1 0.0 -0.0021
H -4.48907 -1.37995 -1.03604 0.3 -0.2 -0.1 0.0000
C 2.36533 -0.05303 4.38766 0.5 0.1 0.6 0.0037
S 2.99848 0.34822 2.77054 -1.4 -0.3 -1.0 0.0283
C 2.90955 2.14010 2.76404 0.6 0.4 0.4 0.0037
O 1.84778 -0.09215 1.83671 1.4 0.5 0.9 -0.0443
H 1.98232 0.84474 4.87919 -0.1 -0.3 0.0 0.0006
H 3.22657 -0.45611 4.93608 -0.4 0.0 0.1 0.0004
H 1.58462 -0.80576 4.25322 0.2 0.1 0.0 -0.0013
H 3.95081 2.48590 2.68628 -0.4 0.1 0.0 0.0009
H 2.32578 2.46295 1.89531 0.2 -0.2 0.2 -0.0007
H 2.46971 2.48593 3.70587 0.0 0.1 -0.4 0.0006


3.
25
Properties=species:S:1:pos:R:3:forces:R:3:mulliken_charge:R:1 method="wB97M-V/def2-TZVPD" e_tot_ha=-516.99173 total_charge=+1 spin_multiplicity=1 fmax_ev_per_a=2.6 relative_energy_kcal_mol=25.0
Cs -1.31517 -2.46248 1.76079 -0.1 -0.2 -0.3 1.0425
C -2.96770 -1.58581 -3.58381 0.2 1.5 0.1 -1.0918
C -2.60383 -1.22613 -2.13407 0.1 -0.4 -2.6 0.6970
O -2.89921 -2.01097 -1.27413 -0.1 -0.7 2.4 -0.6044
N -1.87965 -0.10632 -1.95073 0.9 0.8 0.6 -0.1915
C -1.32909 0.38505 -0.69253 -1.0 0.5 0.2 -0.4917
H -2.21339 -1.13738 -4.23037 0.3 -0.6 -0.2 0.3326
H -3.85110 -1.04141 -3.91746 -0.4 -0.2 0.4 0.2998
H -3.12624 -2.65640 -3.71340 0.3 0.3 0.1 0.3028
H -1.61800 0.53013 -2.69003 -0.5 -0.6 -0.4 0.2173
H -0.24134 0.45294 -0.67604 -0.1 -0.3 -0.1 0.2125
H -1.71796 -0.14476 0.17706 0.2 -0.3 -0.4 -0.0836
H -1.75127 1.38016 -0.55245 0.3 0.3 0.1 0.3551
C 3.19855 0.04721 0.94874 0.2 0.8 0.7 -0.9967
C 1.72891 -0.01478 1.43663 2.0 -0.2 -0.5 0.5408
O 1.03820 -0.92056 0.99036 -1.0 -0.2 0.4 -0.5519
N 1.28252 0.93508 2.29215 1.0 -0.2 -0.2 -0.1152
C 2.11274 1.93036 2.97668 -0.4 0.3 1.3 -0.9507
H 3.23936 0.30012 -0.11072 -0.3 0.1 0.0 0.2631
H 3.81021 -0.84919 1.05091 -0.8 -0.5 0.1 0.3054
H 3.79887 0.76635 1.50602 -0.2 0.3 -0.3 0.3233
H 0.34027 0.82298 2.63811 0.1 0.1 -0.1 0.2436
H 3.17957 1.73746 3.08959 -0.2 -0.4 -0.8 0.3025
H 1.83071 1.91707 4.02948 -0.4 0.1 0.0 0.3417
H 1.95404 2.95123 2.62919 0.0 -0.2 -0.3 0.2974